1.
Formula: C29H26BrN3O3SeTi
Source: the OMol25 dataset
Level of theory: ωB97M-V/def2-TZVPD

Atoms and positions in Å:
C1 -1.18671 0.51447 3.55376
C2 -5.08884 -2.40231 4.45102
N1 1.64527 1.80972 -0.09900
C3 4.08498 -0.18288 -1.07396
H1 6.10380 -0.10139 -1.75921
C4 -4.29036 -1.61932 3.47482
C5 -0.55516 -0.93690 -2.59290
N2 3.20451 -0.52685 -0.12805
C6 5.44251 -0.45287 -0.98094
C7 0.72539 5.17885 -2.26887
Br1 3.43680 0.75132 -2.57635
C8 5.90753 -1.15807 0.11391
H2 0.23482 -0.79476 -5.87920
C9 1.69150 4.12711 -0.36110
O1 1.60572 -0.61880 1.83462
H3 -2.84158 -0.98049 4.92295
O2 -0.64605 0.37993 0.44938
C10 -2.33224 -0.26626 2.99466
C11 5.00608 -1.55552 1.09392
H4 -4.45915 -2.83153 5.22839
C12 0.28698 3.90800 -2.74565
H5 -1.55531 -0.13537 -4.31122
H6 -0.33865 -0.14292 3.72056
H7 -5.66413 -3.18911 3.96674
C13 0.56804 -1.61564 -2.09483
H8 -1.46796 0.91965 4.52489
C14 -4.55368 -0.60100 -0.16564
C15 -0.67070 -0.63778 -3.94136
H9 -5.58802 -0.93375 -0.19303
H10 -5.67206 -1.90116 1.85862
C16 3.68776 -1.19781 0.94447
C17 0.33221 -1.01226 -4.82429
O3 2.77210 -2.21882 2.90008
H11 -0.27890 -2.27838 -0.22709
H12 5.30847 -2.11397 1.96893
C18 -3.12112 -0.96269 3.87614
C19 1.26995 2.83677 -0.86735
C20 -2.71183 -0.24120 1.60077
H13 -0.88043 1.33510 2.91125
C21 -4.00616 -0.75888 1.22366
H14 1.42464 -2.72219 -0.47365
H15 0.50160 6.05504 -2.86168
H16 2.42175 -2.55353 -2.65629
H17 -1.37770 -0.71167 -1.92411
C22 2.65293 -1.43432 2.01525
C23 0.54052 2.74842 -2.07252
H18 0.21233 1.78205 -2.43539
H19 -4.53148 0.43964 -0.49193
C24 -1.92251 0.19999 0.54092
H20 -0.26300 3.87071 -3.67690
H21 -5.80624 -1.74275 4.95005
N3 2.33827 4.09396 0.79140
C25 1.56338 -1.98951 -3.00466
H22 -3.99948 -1.20028 -0.89120
Ti1 1.07252 -0.12557 0.21580
H23 6.96004 -1.38878 0.20676
C26 -4.72749 -1.46029 2.15236
H24 2.21699 -2.01249 -5.03919
H25 1.74388 6.25874 -0.71644
C27 1.40698 5.30668 -1.10183
C28 1.44392 -1.69738 -4.35082
H26 -2.45419 0.37532 -0.39421
Se1 2.50146 2.46748 1.35032
C29 0.67548 -1.95150 -0.65549

Values from the calculation:
- HOMO level (eV) = -13.96
- total charge = +2
- LUMO energy (eV) = -7.376
- spin multiplicity = 1

2.
Formula: C5H15NS
Source: the OMol25 dataset
Level of theory: ωB97M-V/def2-TZVPD

Atoms and positions in Å:
C1 -2.15142 -1.08513 0.64020
H1 2.55295 1.60792 -0.22985
H2 3.37811 0.60328 -1.39916
H3 -2.03949 -1.24236 2.75650
H4 2.17419 -0.30383 -3.32772
C2 2.45589 0.69116 -0.81119
H5 -2.44696 1.18100 2.13440
H6 -3.16879 -0.68947 0.63208
H7 2.34115 -0.13202 -0.10541
H8 0.39918 -0.44096 -3.18610
C3 1.33115 -0.37515 -2.62347
C4 -1.46852 -0.76380 1.95048
H9 1.48562 -1.33434 -2.12237
N1 1.24547 0.69454 -1.65371
S1 -0.27038 1.67940 1.20832
H10 -0.46788 -1.16996 2.11026
H11 -1.67063 -0.60760 -0.22127
H12 -2.18747 -2.14956 0.40569
H13 -1.13713 0.84241 3.28760
C5 -1.45929 0.74185 2.25063
H14 1.20633 1.60617 -2.08605
H15 -0.10209 0.64647 0.39012

Values from the calculation:
- HOMO level (eV) = -8.62
- SMILES = CCCS.CNC
- LUMO energy (eV) = 0.999
- spin multiplicity = 1

3.
Formula: C29H42AlCl2F5GeN3OSSi3
Source: the OMol25 dataset
Level of theory: ωB97M-V/def2-TZVPD

Atoms and positions in Å:
H1 2.91584 0.74768 -3.98435
H2 -6.64120 -0.48069 1.34604
C1 -2.87449 4.25089 -0.62608
C2 -1.80494 1.85236 0.02865
H3 -3.27201 -4.19621 0.81811
O1 -5.97226 1.68164 0.37218
H4 -3.11148 -2.31654 4.65496
C3 -3.54795 -3.38377 1.48096
H5 0.44681 0.05650 -4.76596
H6 -1.61195 -4.17841 4.16105
Si1 1.03184 -1.44302 1.08073
H7 -0.42046 0.19222 2.33343
C4 1.67308 4.39331 -3.74086
H8 4.31160 -0.29694 -4.25998
H9 3.02564 -3.21567 -2.25590
Al1 0.82152 2.28218 -0.76914
C5 -4.31041 -1.33422 3.18191
H10 -0.15567 -3.43240 0.17171
F1 3.94033 2.45801 5.01567
C6 -0.44355 -0.86877 2.08209
H11 2.55598 -1.58836 2.99662
C7 3.29295 -0.26806 -3.85915
H12 -4.74554 3.48450 0.11538
C8 -2.19421 -4.48949 3.29439
H13 -2.55730 -1.98200 -2.39496
C9 4.11939 3.78279 1.65936
H14 -3.27246 5.21941 -0.89309
C10 2.08343 2.64454 1.96161
C11 -5.23485 0.85297 0.85536
H15 -1.75413 -1.89188 -0.82950
H16 4.23386 0.21783 0.04938
N1 -1.01820 2.79186 -0.52235
C12 -4.39398 -2.38573 1.02200
C13 3.60475 2.75392 3.77518
C14 0.80424 -3.24734 0.65868
F2 1.55116 1.60242 3.99977
C15 4.46820 3.48424 2.96914
C16 2.63515 -1.15749 1.99511
C17 -3.07087 -3.37670 2.79123
H17 1.31363 -2.88838 -3.79975
C18 -0.49094 -0.19279 -4.26958
C19 -1.86121 -1.38827 -1.79206
N2 -5.64685 -0.32009 1.40510
H18 -1.09838 -0.75748 -4.98389
H19 -3.29996 0.24385 1.24303
H20 -0.45004 -1.42360 3.02496
C20 0.40790 -2.94051 -3.19494
H21 -0.34705 -3.45840 -3.79425
F3 0.87963 2.20522 1.44652
H22 -1.38618 -1.11014 1.58041
F4 4.96382 4.47837 0.91085
C21 -3.15199 2.05026 0.29085
C22 -3.46104 -2.33588 3.62978
H23 -0.86283 4.71558 -1.27246
C23 -3.69815 3.29360 -0.06065
N3 -3.84108 1.01945 0.88999
Ge1 1.07845 -0.17407 -0.99558
Si2 3.35927 -0.75841 -2.07466
Si3 -0.26206 -1.26137 -2.76647
C24 4.35231 0.40679 -1.01785
H24 4.71983 -2.74522 -2.15887
Cl1 0.82509 5.83004 -3.24915
C25 -4.78012 -1.35754 1.87492
H25 3.47723 -1.64291 1.49847
H26 -2.80167 -5.34365 3.59863
H27 1.59641 -3.64098 0.02113
H28 -1.51076 -4.83972 2.52012
H29 2.63646 4.32795 -3.24881
C26 3.72062 -2.54299 -1.75672
F5 5.62696 3.88817 3.45173
H30 0.81411 -3.82462 1.58776
H31 -1.33374 0.90858 0.27935
H32 1.75263 4.35330 -4.82093
H33 2.68809 -0.94804 -4.45870
C27 -1.53654 3.98706 -0.84413
H34 5.40534 0.22951 -1.27018
S1 2.43434 3.78228 -0.52576
C28 2.38900 2.32324 3.26450
H35 3.74441 -2.77631 -0.69242
H36 -1.02925 0.72967 -4.04847
C29 2.90696 3.36811 1.12471
Cl2 0.76556 2.86971 -3.30497
H37 2.87486 -0.09915 2.10960
H38 -4.77563 -2.40610 0.00829
H39 0.60557 -3.55220 -2.31439
H40 -4.62649 -0.53941 3.84593
H41 4.12716 1.45298 -1.22654
H42 -2.32151 -0.41109 -1.63384

Values from the calculation:
- HOMO level (alpha / beta) (eV) = -13.71 / -13.71
- total charge = +2
- ⟨S²⟩ = 0.753
- LUMO energy (alpha / beta) (eV) = -5.422 / -8.464
- spin multiplicity = 2

4.
Formula: C17H32N3OPPbSSi
Source: the OMol25 dataset
Level of theory: ωB97M-V/def2-TZVPD

Atoms and positions in Å:
Si1 2.88496 0.39237 -0.17292
H1 0.68597 -2.23646 -0.29024
H2 -2.32635 -3.29017 -2.25528
H3 -1.31243 5.67100 2.35811
H4 1.45822 -3.70967 -1.00365
N1 -2.80285 2.05116 2.74078
H5 1.87563 -3.10393 -4.03038
H6 3.55249 1.63991 0.23438
H7 -2.84262 6.09568 1.54445
H8 1.13032 0.94169 -1.84394
H9 5.37628 -1.38477 3.66890
H10 2.75771 1.48589 -2.32484
N2 1.78899 -0.17801 1.05222
H11 2.05843 -2.07823 -1.43320
H12 -2.85439 1.89957 -0.89860
H13 -0.21137 0.33192 -3.73013
C1 2.07469 -1.85861 4.31700
C2 -1.35057 -3.74797 -2.05541
S1 -0.18642 2.87994 2.25031
H14 2.28862 -0.18927 -2.57433
Pb1 -0.45034 0.36652 1.51748
H15 -3.50184 0.28562 -1.29704
H16 -1.90870 -0.23906 -3.93021
H17 -2.59449 1.21293 3.28730
C3 2.18459 0.65809 -1.88647
C4 -1.25911 0.53972 -3.49516
H18 -1.26514 -4.69359 -2.59928
C5 -2.04981 5.35264 1.61182
C6 -3.97369 3.71112 1.89086
C7 3.44897 -1.80454 4.54836
H19 0.63560 -4.42588 -4.07925
H20 -1.54459 5.24180 0.64469
C8 1.15891 -2.66205 -1.19731
H21 4.43135 -0.31754 1.61974
H22 -0.50055 -1.45070 -2.89856
H23 3.83971 -2.13639 5.50239
C9 -1.54428 0.60612 -2.03586
C10 -2.89910 1.12373 -1.67129
H24 3.85654 -0.69706 -0.47771
H25 -4.70624 4.38336 1.45397
C11 0.80197 -3.33814 -4.07457
H26 -4.91592 1.76721 2.38221
C12 2.36137 -0.82972 2.13413
C13 1.53738 -1.50063 3.08521
O1 -0.71648 0.28843 -1.12680
N3 -2.63397 4.08238 2.02317
H27 1.39154 -2.21551 5.08043
H28 -1.24469 -3.92246 -0.97765
H29 0.35045 -2.88332 -4.97279
P1 0.01052 -2.71675 -2.59305
C14 4.29752 -1.33732 3.53749
C15 -4.07951 2.44385 2.36013
H30 0.49493 -1.75727 2.84087
H31 -1.52282 1.47185 -4.02449
H32 -3.41258 1.53700 -2.54871
C16 -1.88985 3.03446 2.44655
C17 3.76702 -0.79093 2.36620

Values from the calculation:
- HOMO level (alpha / beta) (eV) = -3.49 / -3.62
- LUMO energy (alpha / beta) (eV) = -0.012 / 0.042
- spin multiplicity = 1

What are the M values for these records? In order: 671.3 121.2 830.5 592.8 g mol⁻¹.
What are the E_tot values for these records? In order: -199599.2580 -17753.0335 -173476.9723 -57910.7319 eV.